1.
Molecular formula: C5H13N2O
Method: DFT, ωB97M-V/def2-TZVPD

Results
charge = -1
HOMO = -2.5 eV
energy above the lowest of the compared OMol25 structures with the same formula, charge and spin = 77.91 kcal per mole
Kohn-Sham gap = 5.78 eV

Last column: Löwdin charge in e.
Cartesian coordinates (Å):
C1 -2.54 -0.77 0.48  -0.4924
O1 -3.15 -0.69 -0.72  -0.3600
C2 -1.37 0.27 0.57  -0.4116
C3 -0.16 -0.17 -0.24  -0.2138
C4 1.09 0.70 -0.10  -0.2061
C5 2.34 -0.15 0.28  -0.3717
N1 2.49 -1.24 -0.76  0.0136
N2 -1.94 1.53 0.00  -0.0110
H1 -2.03 -1.76 0.61  0.0751
H2 -3.20 -0.65 1.37  0.0756
H3 -1.05 0.55 1.57  0.1053
H4 -0.50 -0.19 -1.29  0.1131
H5 0.00 -1.25 -0.14  0.0978
H6 0.90 1.39 0.73  0.1059
H7 1.38 1.13 -1.07  0.1017
H8 3.09 0.61 0.55  0.1007
H9 2.15 -0.53 1.30  0.1055
H10 3.45 -1.59 -0.87  0.0421
H11 2.87 -0.24 -0.99  0.0644
H12 -1.23 1.95 -0.59  0.0292
H13 -2.58 1.10 -0.69  0.0366

2.
Molecular formula: C6H12O
Method: DFT, ωB97M-V/def2-TZVPD

Results
HOMO = -9.2 eV
energy above the lowest of the compared OMol25 structures with the same formula, charge and spin = 34.78 kcal per mole
Kohn-Sham gap = 10.25 eV
SMILES = C=CCC.CC=O

Last column: Löwdin charge in e.
Cartesian coordinates (Å):
C1 -0.61 1.68 1.34  -0.0097
C2 -1.17 0.50 1.13  -0.2108
C3 -1.57 -0.06 -0.22  -0.2658
C4 -1.31 -1.56 -0.40  -0.1081
H1 -0.42 2.05 2.35  0.0543
H2 -0.30 2.32 0.52  0.0436
H3 -1.46 -0.12 1.98  0.0964
H4 -1.08 0.51 -1.02  0.0942
H5 -2.65 0.12 -0.32  0.1079
H6 -1.92 -1.96 -1.21  0.0691
H7 -0.26 -1.78 -0.65  0.0481
H8 -1.56 -2.12 0.51  0.0710
C5 2.16 -0.41 -0.14  -0.0557
C6 1.84 0.65 -1.16  -0.2996
O1 1.19 1.65 -0.97  0.0185
H9 1.49 -0.36 0.72  0.0697
H10 2.14 -1.40 -0.60  0.0745
H11 3.19 -0.23 0.20  0.0866
H12 2.28 0.47 -2.17  0.1157

3.
Molecular formula: C66H144N8O10
Method: DFT, ωB97M-V/def2-TZVPD

Results
HOMO = -8.5 eV
energy above the lowest of the compared OMol25 structures with the same formula, charge and spin = 0.00 kcal per mole
Kohn-Sham gap = 8.79 eV
SMILES = CC1(C)CCCC(C)(C)N1O.CC1(C)CCCC(C)(C)N1O.CC1(C)CCCC(C)(C)N1O.CC1(C)CCCC(C)(C)N1O.CC1(C)CCCC(C)(C)N1O.CC1(C)CCCC(C)(C)N1O.COCCNCCOC.COCCNCCOC

Last column: Löwdin charge in e.
Cartesian coordinates (Å):
C1 -0.10 1.61 -1.05  -0.0201
C2 1.36 1.42 -0.53  -0.5059
C3 2.35 2.00 -1.53  -0.0160
C4 1.48 2.03 0.83  -0.1409
C5 0.66 1.32 1.89  -0.1761
C6 1.09 -0.12 1.94  -0.1477
C7 0.94 -0.87 0.65  -0.4982
C8 1.67 -2.16 0.78  -0.0447
C9 -0.59 -1.12 0.32  -0.0036
N1 1.71 -0.03 -0.35  -0.0518
O1 1.49 -0.64 -1.63  -0.0508
H1 -0.84 1.26 -0.30  0.0457
H2 -0.21 2.68 -1.20  0.0679
H3 -0.23 0.97 -1.93  0.0877
H4 1.97 1.95 -2.54  0.0770
H5 2.59 3.05 -1.28  0.0977
H6 3.25 1.40 -1.63  0.0706
H7 2.53 2.14 1.10  0.1239
H8 1.20 3.06 0.68  0.1058
H9 0.60 1.86 2.81  0.0972
H10 -0.44 1.29 1.61  0.0997
H11 0.45 -0.62 2.63  0.0952
H12 2.15 -0.15 2.27  0.1322
H13 1.66 -2.62 -0.21  0.0508
H14 1.20 -2.78 1.61  0.1210
H15 2.74 -1.92 0.94  0.0822
H16 -1.17 -0.23 0.41  0.0307
H17 -0.99 -1.93 0.95  0.0857
H18 -0.77 -1.55 -0.72  0.0937
H19 2.38 -0.63 -2.00  0.0966
C10 -5.52 -0.24 6.08  -0.0142
C11 -4.67 -0.93 5.02  -0.5742
C12 -5.29 -2.24 4.75  -0.0538
C13 -4.68 -0.18 3.68  -0.1213
C14 -3.85 1.08 3.73  -0.1674
C15 -2.44 0.59 3.99  -0.1401
C16 -2.34 -0.07 5.40  -0.4921
C17 -0.88 -0.46 5.54  -0.0423
C18 -2.59 1.02 6.47  -0.0082
N2 -3.27 -1.18 5.34  -0.0574
O2 -3.24 -1.99 6.56  -0.0176
H20 -6.56 -0.49 5.80  0.1005
H21 -5.26 -0.71 7.01  0.0843
H22 -5.30 0.80 6.06  0.0554
H23 -5.10 -2.84 5.60  0.0698
H24 -6.31 -2.21 4.47  0.0797
H25 -4.64 -2.70 3.94  0.1149
H26 -4.19 -0.86 3.01  0.1026
H27 -5.75 -0.08 3.40  0.1399
H28 -3.94 1.64 2.84  0.0762
H29 -4.17 1.75 4.49  0.0962
H30 -1.71 1.38 3.82  0.0959
H31 -2.25 -0.16 3.24  0.1097
H32 -0.33 0.44 5.42  0.0712
H33 -0.52 -1.25 4.84  0.0980
H34 -0.67 -0.67 6.57  0.0699
H35 -2.48 2.03 6.02  0.0883
H36 -1.83 1.01 7.26  0.0820
H37 -3.57 1.04 6.95  0.0683
H38 -2.49 -2.57 6.42  0.0932
C19 -1.25 5.66 0.86  -0.0135
C20 -2.35 4.96 1.63  -0.4976
C21 -3.19 4.03 0.72  -0.0292
C22 -1.78 3.92 2.65  -0.1510
C23 -1.00 4.52 3.81  -0.1568
C24 -2.03 5.37 4.57  -0.1291
C25 -2.74 6.42 3.70  -0.5041
C26 -4.04 6.84 4.45  -0.0347
C27 -1.85 7.60 3.38  -0.0347
N3 -3.24 5.81 2.41  -0.0961
O3 -3.95 6.82 1.67  -0.0292
H39 -1.43 6.55 0.34  0.0693
H40 -0.34 5.78 1.41  0.0645
H41 -0.93 4.98 0.04  0.0754
H42 -3.92 3.39 1.31  0.0895
H43 -3.90 4.64 0.13  0.0840
H44 -2.44 3.46 0.16  0.0698
H45 -2.51 3.34 3.11  0.0699
H46 -1.11 3.32 2.00  0.1061
H47 -0.70 3.67 4.43  0.1005
H48 -0.08 5.00 3.44  0.1099
H49 -1.58 5.90 5.40  0.1200
H50 -2.85 4.77 4.97  0.1133
H51 -4.64 5.93 4.62  0.0833
H52 -4.64 7.56 3.90  0.0770
H53 -3.76 7.16 5.47  0.0871
H54 -1.79 8.27 4.26  0.0910
H55 -2.26 8.21 2.57  0.0862
H56 -0.83 7.25 3.16  0.0822
H57 -4.86 6.52 1.80  0.0991
C28 -5.74 -1.38 -5.77  -0.0231
C29 -5.15 -1.37 -4.32  -0.4919
C30 -5.65 -2.51 -3.46  -0.0292
C31 -3.63 -1.35 -4.43  -0.1521
C32 -2.98 -0.83 -3.15  -0.1530
C33 -3.52 0.60 -2.87  -0.1202
C34 -5.03 0.56 -2.69  -0.5553
C35 -5.36 -0.07 -1.35  -0.0204
C36 -5.62 1.98 -2.68  -0.0403
N4 -5.61 0.02 -3.90  -0.0828
O4 -7.03 -0.07 -3.66  -0.0558
H58 -5.46 -0.44 -6.22  0.0832
H59 -5.30 -2.26 -6.30  0.1000
H60 -6.76 -1.53 -5.66  0.0454
H61 -5.18 -2.76 -2.54  0.0616
H62 -6.71 -2.32 -3.35  0.0753
H63 -5.65 -3.47 -4.06  0.1074
H64 -3.17 -2.31 -4.80  0.1375
H65 -3.34 -0.71 -5.26  0.1109
H66 -3.33 -1.47 -2.29  0.1067
H67 -1.88 -0.90 -3.12  0.1051
H68 -3.25 1.34 -3.62  0.1083
H69 -3.15 1.01 -2.00  0.0793
H70 -4.91 0.53 -0.55  0.0908
H71 -4.97 -1.06 -1.30  0.0448
H72 -6.42 -0.14 -1.13  0.0905
H73 -6.64 1.82 -2.26  0.0807
H74 -5.78 2.41 -3.68  0.0908
H75 -5.18 2.66 -1.91  0.0869
H76 -7.40 0.37 -4.45  0.1232
C37 2.95 -4.56 -1.36  -0.0384
C38 2.03 -5.76 -1.43  -0.4864
C39 2.38 -6.72 -0.30  -0.0668
C40 0.47 -5.50 -1.24  -0.1299
C41 -0.14 -4.72 -2.41  -0.1754
C42 -0.04 -5.62 -3.67  -0.1436
C43 1.40 -6.07 -3.98  -0.5036
C44 1.41 -7.20 -5.00  -0.0534
C45 2.18 -4.81 -4.53  -0.0174
N5 2.03 -6.62 -2.71  -0.0730
O5 3.43 -6.85 -3.01  -0.0750
H77 2.71 -3.72 -1.96  0.0464
H78 2.91 -4.22 -0.25  0.0918
H79 3.98 -4.95 -1.61  0.1041
H80 3.48 -6.86 -0.28  0.0882
H81 2.01 -6.28 0.63  0.0501
H82 1.96 -7.75 -0.39  0.1005
H83 0.01 -6.46 -1.11  0.1010
H84 0.26 -4.94 -0.25  0.1318
H85 -1.19 -4.43 -2.27  0.1084
H86 0.43 -3.80 -2.55  0.0918
H87 -0.46 -5.14 -4.58  0.1207
H88 -0.64 -6.59 -3.54  0.1395
H89 2.47 -7.53 -5.27  0.1034
H90 0.90 -6.88 -5.94  0.0966
H91 0.97 -8.10 -4.62  0.0656
H92 3.21 -5.00 -4.78  0.0741
H93 2.13 -3.98 -3.85  0.0418
H94 1.66 -4.43 -5.39  0.0784
H95 3.41 -7.85 -2.92  0.1313
C46 7.50 -2.58 0.32  0.0053
C47 7.53 -1.32 -0.64  -0.4934
C48 7.83 -1.55 -2.14  -0.0188
C49 6.16 -0.66 -0.66  -0.1650
C50 5.78 0.05 0.62  -0.1572
C51 6.85 1.11 0.89  -0.1194
C52 8.23 0.46 1.01  -0.4935
C53 9.33 1.59 0.97  -0.0351
C54 8.49 -0.35 2.29  -0.0289
N6 8.48 -0.27 -0.27  -0.1127
O6 9.82 -0.74 -0.34  -0.0307
H96 8.52 -2.91 0.59  0.0845
H97 7.11 -2.25 1.29  0.0323
H98 6.97 -3.45 0.00  0.0696
H99 8.06 -0.52 -2.46  0.0981
H100 8.69 -2.17 -2.21  0.0693
H101 6.97 -1.96 -2.59  0.0680
H102 6.04 0.07 -1.50  0.1348
H103 5.50 -1.46 -0.90  0.1051
H104 4.75 0.45 0.64  0.1032
H105 5.84 -0.71 1.43  0.0900
H106 6.63 1.69 1.72  0.1006
H107 7.01 1.81 0.11  0.1081
H108 9.15 2.17 0.05  0.0940
H109 10.34 1.15 1.01  0.0841
H110 9.29 2.22 1.83  0.0635
H111 8.46 0.43 3.06  0.0923
H112 9.45 -0.92 2.30  0.0991
H113 7.66 -1.07 2.44  0.0560
H114 9.94 -1.41 0.36  0.0775
C55 -1.10 4.67 -3.45  -0.1200
O7 -1.49 4.70 -4.82  -0.1813
C56 -2.93 4.57 -4.94  -0.2114
C57 -3.32 4.00 -6.29  -0.2500
N7 -2.86 4.69 -7.43  -0.0764
C58 -2.89 3.97 -8.68  -0.1849
C59 -4.28 4.31 -9.33  -0.2200
O8 -4.38 3.92 -10.68  -0.1946
C60 -3.74 4.87 -11.56  -0.0894
H115 -1.52 3.76 -2.88  0.0951
H116 -1.47 5.54 -2.93  0.0719
H117 -0.02 4.81 -3.45  0.0877
H118 -3.35 5.50 -4.82  0.0918
H119 -3.44 3.92 -4.19  0.1181
H120 -4.45 3.91 -6.21  0.1354
H121 -2.94 2.92 -6.33  0.1319
H122 -2.02 5.21 -7.31  0.1072
H123 -2.70 2.90 -8.57  0.1130
H124 -2.05 4.25 -9.35  0.1164
H125 -4.47 5.33 -9.28  0.0894
H126 -5.14 3.76 -8.85  0.1390
H127 -3.72 4.47 -12.53  0.0698
H128 -2.72 4.98 -11.18  0.0722
H129 -4.17 5.87 -11.65  0.0857
C61 1.53 -5.26 3.94  -0.1267
O9 2.44 -4.32 3.60  -0.1884
C62 3.59 -4.77 3.06  -0.2784
C63 4.62 -3.74 2.78  -0.2334
N8 5.27 -3.01 3.84  -0.0472
C64 4.35 -1.99 4.46  -0.1927
C65 5.00 -1.68 5.78  -0.2177
O10 4.32 -0.67 6.55  -0.1865
C66 3.14 -1.08 7.14  -0.1248
H130 0.69 -4.84 4.45  0.0756
H131 1.96 -6.08 4.60  0.1087
H132 1.16 -5.76 2.99  0.1017
H133 3.37 -5.34 2.07  0.1286
H134 4.08 -5.58 3.64  0.1344
H135 4.30 -2.96 2.05  0.1094
H136 5.45 -4.24 2.30  0.1091
H137 5.67 -3.61 4.56  0.1069
H138 3.35 -2.37 4.75  0.1107
H139 4.31 -1.10 3.80  0.1234
H140 6.04 -1.45 5.64  0.1197
H141 4.83 -2.59 6.42  0.1255
H142 3.15 -2.15 7.40  0.0943
H143 2.41 -0.89 6.38  0.0768
H144 2.95 -0.52 8.01  0.0718

4.
Molecular formula: C27H47F3IN4O6
Method: DFT, ωB97M-V/def2-TZVPD

Results
charge = +1
HOMO = -11.8 eV
Kohn-Sham gap = 8.94 eV

Last column: Löwdin charge in e.
Cartesian coordinates (Å):
C1 0.66 0.32 -2.71  0.0824
C2 -0.36 0.63 -1.78  -0.0892
N1 -0.44 -0.08 -0.45  0.0506
C3 -0.17 0.84 0.74  -0.2695
C4 0.21 0.11 2.13  -0.1457
O1 1.58 -0.37 2.14  -0.1365
C5 1.64 -1.28 3.29  -0.2139
O2 2.92 -1.17 3.92  -0.1101
C6 3.72 -2.30 3.48  -0.1645
C7 5.25 -1.78 3.44  -0.1939
O3 5.33 -0.48 2.78  -0.1006
C8 0.97 1.97 0.56  -0.0132
C9 0.44 3.35 -0.03  -0.2244
O4 0.10 4.31 1.00  -0.0132
C10 1.42 4.03 -1.11  -0.3628
F1 2.16 3.11 -1.87  0.0585
F2 2.27 5.00 -0.57  0.1052
F3 0.57 4.71 -2.03  0.0626
C11 -1.66 1.33 1.06  -0.0860
C12 -2.52 -0.03 0.74  -0.1959
C13 -3.27 -0.70 1.98  -0.2000
C14 -4.77 -0.17 2.23  -0.7407
C15 -5.86 -0.80 1.23  -0.1885
I1 -4.97 1.99 2.28  0.8521
C16 -1.65 -0.99 -0.26  -0.3288
C17 -2.66 -1.08 -1.53  -0.1418
C18 -3.85 -2.13 -1.30  -0.0664
O5 -1.32 -2.19 0.43  -0.0788
C19 -0.60 -3.13 -0.41  -0.1034
C20 0.97 -3.24 -0.10  -0.3401
C21 1.74 -3.14 -1.53  -0.0640
O6 1.37 -4.51 0.46  -0.0672
H1 0.59 0.59 -3.82  0.1048
H2 1.64 -0.18 -2.39  0.0854
H3 -1.14 1.40 -2.07  0.1478
H4 0.48 -0.59 -0.48  0.1665
H5 -0.47 -0.77 2.37  0.1293
H6 0.14 0.92 2.94  0.1613
H7 1.39 -2.32 2.91  0.1423
H8 0.86 -0.99 4.09  0.1559
H9 3.48 -2.58 2.39  0.1282
H10 3.61 -3.21 4.17  0.1442
H11 5.91 -2.53 2.88  0.1274
H12 5.66 -1.65 4.50  0.1253
H13 5.50 0.15 3.51  0.0882
H14 1.87 1.53 0.02  0.1337
H15 1.33 2.19 1.63  0.1491
H16 -0.55 3.18 -0.59  0.1437
H17 0.91 4.62 1.45  0.1159
H18 -2.10 2.21 0.49  0.1088
H19 -1.92 1.58 2.16  0.1025
H20 -3.41 0.44 0.16  0.1091
H21 -3.33 -1.84 1.95  0.1254
H22 -2.68 -0.45 2.94  0.1167
H23 -5.06 -0.55 3.28  0.0919
H24 -6.88 -0.73 1.75  0.0879
H25 -5.70 -1.91 1.03  0.0817
H26 -5.96 -0.22 0.25  0.0622
H27 -3.00 -0.06 -1.89  0.1221
H28 -2.01 -1.51 -2.39  0.1101
H29 -4.82 -1.55 -1.22  0.0684
H30 -3.66 -2.86 -0.45  0.0890
H31 -3.93 -2.74 -2.27  0.0974
H32 -0.72 -2.98 -1.52  0.1281
H33 -1.04 -4.17 -0.18  0.1603
H34 1.37 -2.38 0.57  0.1276
H35 1.63 -4.13 -2.09  0.1094
H36 2.82 -2.80 -1.43  0.0928
H37 1.22 -2.36 -2.21  0.0350
H38 2.11 -4.90 -0.05  0.0955
C22 4.27 1.68 -3.23  -0.0748
C23 4.94 0.39 -3.55  -0.2347
N2 5.47 -0.63 -3.81  0.1245
H39 3.40 1.82 -3.87  0.0718
H40 3.94 1.68 -2.19  0.0582
H41 4.96 2.51 -3.38  0.0897
C24 -4.66 6.78 2.04  -0.0700
C25 -4.97 6.21 3.39  -0.2654
N3 -5.21 5.76 4.45  0.1181
H42 -4.64 7.87 2.10  0.0798
H43 -3.69 6.42 1.70  0.0715
H44 -5.42 6.48 1.33  0.0765
C26 3.50 -2.49 -6.19  -0.0586
C27 2.15 -2.50 -5.55  -0.2417
N4 1.09 -2.51 -5.04  0.1059
H45 3.78 -3.50 -6.49  0.0839
H46 3.49 -1.85 -7.07  0.0835
H47 4.24 -2.11 -5.48  0.0393

5.
Molecular formula: C4H11NO2S
Method: DFT, ωB97M-V/def2-TZVPD

Results
HOMO = -9.0 eV
energy above the lowest of the compared OMol25 structures with the same formula, charge and spin = 28.43 kcal per mole
Kohn-Sham gap = 9.66 eV
SMILES = CC(=O)NCCS.O

Last column: Löwdin charge in e.
Cartesian coordinates (Å):
C1 2.41 -2.08 1.01  -0.0173
C2 1.51 -1.36 0.01  -0.4964
O1 1.05 -2.05 -0.91  0.0172
N1 1.42 0.05 0.08  0.0211
C3 0.48 0.69 -0.74  -0.2826
C4 -0.72 1.22 0.11  -0.5599
S1 -1.51 2.70 -0.55  0.6776
H1 2.61 -1.41 1.91  0.0977
H2 2.08 -3.06 1.29  0.0667
H3 3.23 -2.38 0.33  0.0943
H4 2.20 0.49 0.66  0.1726
H5 0.97 1.57 -1.30  0.1263
H6 0.12 0.14 -1.56  0.0966
H7 -0.32 1.35 1.07  0.0577
H8 -1.37 0.43 0.07  0.0086
H9 -0.70 3.54 0.24  -0.0960
O2 -2.48 -1.78 1.12  -0.0571
H10 -2.21 -2.70 1.15  0.0378
H11 -2.98 -1.72 0.31  0.0352

6.
Molecular formula: C31H30FN6O4Ru
Method: DFT, ωB97M-V/def2-TZVPD

Results
charge = +2
spin multiplicity = 6
HOMO (spin up / spin down) = -11.7 / -12.0 eV
expectation value of S² = 8.785
Kohn-Sham gap (spin up / spin down) = 6.57 / 3.98 eV

Last column: Löwdin charge in e.
Cartesian coordinates (Å):
Ru1 12.35 7.99 19.95  1.3740
C1 13.90 5.33 23.06  -0.0131
C2 13.73 6.26 22.01  -0.2756
N1 12.59 6.43 21.46  -0.0415
N2 11.43 5.80 21.82  0.1853
C3 10.42 6.16 21.07  -0.3632
O1 10.47 7.05 20.09  -0.1362
C4 9.10 5.63 21.33  -0.1764
C5 8.12 5.85 20.38  -0.0064
C6 6.82 5.59 20.68  -0.0443
C7 6.47 5.05 21.91  -0.0533
C8 7.43 4.79 22.83  -0.0372
C9 8.80 5.11 22.55  0.0160
C10 14.85 7.05 21.52  -0.2036
C11 16.05 7.05 22.27  0.0207
C12 17.17 7.66 21.74  -0.0349
C13 17.03 8.38 20.57  -0.0080
C14 15.77 8.46 19.92  -0.0550
N3 14.72 7.76 20.38  0.0419
H1 14.93 4.86 23.08  0.1212
H2 13.11 4.61 22.89  0.0950
H3 13.74 5.82 24.03  0.1333
H4 8.39 6.27 19.43  0.1208
H5 6.04 5.78 20.01  0.1027
H6 5.42 4.79 22.05  0.1265
H7 7.21 4.27 23.78  0.1243
H8 9.51 5.04 23.32  0.1058
H9 16.15 6.53 23.23  0.1255
H10 18.15 7.63 22.20  0.1310
H11 17.89 8.95 20.23  0.1211
H12 15.58 9.09 19.05  0.1208
F1 12.70 5.54 13.44  0.0789
C15 12.46 6.83 13.80  -0.1872
C16 12.66 7.16 15.12  0.0978
C17 12.40 8.45 15.58  -0.0500
C18 12.38 8.72 17.01  -0.2759
O2 12.62 7.82 17.85  -0.1106
C19 12.16 10.10 17.35  -0.0344
C20 11.66 10.93 16.40  0.0394
N4 11.45 10.60 15.14  0.0335
C21 10.67 11.44 14.24  -0.2215
C22 10.60 12.96 14.44  -0.0767
C23 11.27 12.41 13.26  -0.1023
C24 11.87 9.33 14.66  -0.1060
C25 11.72 8.98 13.34  0.0722
C26 12.08 7.74 12.84  -0.1772
N5 12.06 7.51 11.46  -0.1072
C27 10.68 7.34 10.94  -0.0988
C28 10.81 7.18 9.42  -0.0970
N6 12.00 7.95 8.95  0.0495
C29 13.28 7.29 9.38  -0.0654
C30 13.06 6.70 10.80  -0.1206
C31 12.42 10.77 18.67  -0.5631
O3 12.59 11.96 18.63  0.0979
O4 12.63 9.96 19.70  -0.2190
H13 13.05 6.39 15.78  0.1478
H14 11.33 11.94 16.68  0.1540
H15 9.73 11.02 14.00  0.1404
H16 11.25 13.48 15.13  0.1171
H17 9.62 13.38 14.35  0.1125
H18 12.34 12.40 13.27  0.1138
H19 10.85 12.53 12.27  0.1076
H20 11.33 9.66 12.58  0.1260
H21 10.08 8.26 11.16  0.1362
H22 10.15 6.49 11.40  0.1460
H23 9.94 7.59 8.90  0.1432
H24 10.87 6.14 9.10  0.1425
H25 11.92 8.80 9.50  0.1688
H26 11.93 8.21 7.94  0.2161
H27 14.04 8.04 9.40  0.1294
H28 13.46 6.49 8.63  0.1512
H29 14.03 6.76 11.28  0.1443
H30 12.75 5.67 10.67  0.1295